## a
{"formula": "FHOS", "method": "ωB97M-V with the def2-TZVPD basis set", "species": ["O", "S", "F", "H"], "coordinates": [[-0.90, 1.01, -0.10], [-1.41, -0.40, -0.13], [1.47, -0.11, -0.16], [0.84, -0.51, 0.40]], "lowdin_charge": [-0.64, 0.79, -0.12, -0.03], "spin_multiplicity": 1, "homo_lumo_gap_ev": 6.57, "charge": 0, "smiles": "O=S.F", "homo_energy_ev": -9.340}

## b
{"formula": "FHOS", "method": "ωB97M-V with the def2-TZVPD basis set", "species": ["O", "F", "S", "H"], "coordinates": [[0.33, 0.48, -0.94], [-0.84, -0.48, 1.93], [1.02, -0.11, 0.36], [-0.51, 0.11, -1.35]], "lowdin_charge": [-0.54, -0.45, 0.89, 0.11], "spin_multiplicity": 1, "homo_lumo_gap_ev": [7.69, 7.65], "charge": 0, "homo_energy_ev": [-10.432, -10.222]}

Short version: a, b, most stable first.